{
  "formula": "C69H48AsN8STl",
  "method": "ωB97M-V/def2-TZVPD",
  "total_charge": -2,
  "homo_ev": [-1.13, -1.13],
  "orbital_gap_ev": [4.91, 4.91],
  "elements": ["Tl", "C", "C", "C", "C", "C", "C", "C", "C", "C", "C", "C", "N", "C", "C", "C", "C", "C", "C", "C", "C", "C", "C", "C", "C", "C", "N", "C", "C", "C", "C", "C", "C", "C", "C", "C", "C", "C", "C", "N", "C", "C", "N", "C", "C", "C", "C", "C", "C", "H", "H", "H", "H", "H", "H", "H", "H", "H", "H", "H", "H", "H", "H", "H", "H", "H", "H", "H", "H", "H", "H", "H", "H", "H", "H", "H", "H", "N", "C", "S", "N", "N", "C", "C", "C", "C", "C", "C", "N", "H", "H", "H", "H", "H", "H", "H", "C", "C", "C", "C", "C", "C", "As", "C", "C", "C", "C", "C", "C", "C", "C", "C", "C", "C", "C", "H", "H", "H", "H", "H", "H", "H", "H", "H", "H", "H", "H", "H"],
  "coordinates": [[0.1562, 0.1785, 0.7068], [-6.6151, -3.6650, -1.4485], [-5.7007, -3.5609, -2.4825], [-4.4287, -3.0612, -2.2563], [-4.0550, -2.6367, -0.9888], [-4.9800, -2.7739, 0.0515], [-6.2411, -3.2829, -0.1712], [-2.7956, -1.9547, -0.6264], [-1.5844, -2.6538, -0.5987], [-1.3776, -3.9816, -1.1299], [-0.0845, -4.3015, -0.8845], [0.4858, -3.1880, -0.1596], [-0.4367, -2.2176, -0.0353], [1.7632, -3.2031, 0.4467], [2.0884, -2.3740, 1.5365], [3.3664, -2.2521, 2.2030], [3.1361, -1.5469, 3.3388], [1.7347, -1.1972, 3.3257], [1.0673, -0.5463, 4.3820], [1.7088, -0.7638, 5.7007], [2.5564, 0.1735, 6.2771], [3.2455, -0.1240, 7.4386], [3.0840, -1.3544, 8.0508], [2.2203, -2.2863, 7.5004], [1.5433, -1.9959, 6.3312], [-0.1227, 0.1728, 4.2872], [-0.7723, 0.4862, 3.1446], [-1.8627, 1.1958, 3.4760], [-2.8984, 1.5804, 2.5943], [-3.9276, 2.4897, 3.1119], [-5.2888, 2.1741, 3.0511], [-6.2436, 3.0393, 3.5476], [-5.8690, 4.2319, 4.1444], [-4.5240, 4.5564, 4.2187], [-3.5670, 3.6969, 3.7183], [-3.0860, 0.9707, 1.3382], [-4.2035, 1.1803, 0.4462], [-4.2032, 0.1304, -0.4130], [-3.0465, -0.6709, -0.0853], [-2.3672, -0.0932, 0.9155], [-1.9040, 1.3796, 4.9117], [-0.8254, 0.7348, 5.4170], [1.1546, -1.6708, 2.2122], [2.7646, -4.1615, -0.0239], [3.5988, -4.8703, 0.8455], [4.6240, -5.6665, 0.3657], [4.8332, -5.7940, -0.9965], [3.9739, -5.1463, -1.8704], [2.9518, -4.3502, -1.3952], [-7.6139, -4.0370, -1.6354], [-5.9945, -3.8515, -3.4821], [-3.7254, -2.9704, -3.0697], [-4.6891, -2.4681, 1.0448], [-6.9460, -3.3632, 0.6454], [-2.1164, -4.5770, -1.6340], [0.4237, -5.2183, -1.1268], [4.3125, -2.6085, 1.8317], [3.8474, -1.2294, 4.0823], [2.6890, 1.1257, 5.7844], [3.9330, 0.6009, 7.8513], [3.6359, -1.5891, 8.9498], [2.0991, -3.2539, 7.9687], [0.8834, -2.7269, 5.8849], [-5.5917, 1.2284, 2.6247], [-7.2913, 2.7754, 3.4893], [-6.6149, 4.9079, 4.5400], [-4.2191, 5.4874, 4.6773], [-2.5195, 3.9560, 3.7760], [-4.8732, 2.0223, 0.4635], [-4.8956, -0.0599, -1.2135], [-2.6792, 1.8893, 5.4579], [-0.5424, 0.6200, 6.4501], [3.4466, -4.7884, 1.9118], [5.2726, -6.1889, 1.0588], [5.6511, -6.3985, -1.3708], [4.1219, -5.2438, -2.9356], [2.3126, -3.8132, -2.0757], [5.2328, -0.6563, -0.4615], [4.0034, -0.1020, -0.7588], [2.9182, -1.0717, -1.6021], [3.8997, 1.1510, -0.3581], [2.7412, 1.7796, -0.5401], [2.7036, 3.0170, -0.1529], [1.4901, 3.7693, -0.1357], [1.4639, 5.0637, 0.4261], [0.2832, 5.7697, 0.4453], [-0.8646, 5.1800, -0.0763], [-0.7550, 3.8915, -0.5819], [0.3704, 3.2085, -0.6231], [5.2519, -1.6640, -0.4554], [5.7121, -0.1961, 0.2973], [3.5978, 3.5023, 0.2587], [2.3624, 5.4870, 0.8576], [0.2501, 6.7794, 0.8437], [-1.8081, 5.7079, -0.1016], [-1.6193, 3.3836, -0.9969], [-0.5269, 5.3103, -4.3433], [-1.3123, 4.1937, -4.5665], [-0.8703, 2.9375, -4.1859], [0.3674, 2.7726, -3.5789], [1.1509, 3.9058, -3.3776], [0.7149, 5.1610, -3.7480], [1.0156, 1.1036, -2.7323], [0.1312, -0.0861, -4.0138], [-1.1501, -0.6010, -3.9086], [-1.6456, -1.4344, -4.8991], [-0.8494, -1.7865, -5.9781], [0.4454, -1.3130, -6.0726], [0.9404, -0.4558, -5.0974], [2.2638, 0.1499, -5.0853], [3.2476, -0.0444, -6.0462], [4.4578, 0.6139, -5.9383], [4.7018, 1.4527, -4.8618], [3.7323, 1.6358, -3.8894], [2.5088, 0.9982, -3.9932], [-0.8815, 6.2941, -4.6226], [-2.2828, 4.3110, -5.0342], [-1.5034, 2.0770, -4.3689], [2.1116, 3.7879, -2.8918], [1.3330, 6.0319, -3.5665], [-1.7592, -0.3527, -3.0447], [-2.6556, -1.8204, -4.8343], [-1.2381, -2.4458, -6.7453], [1.0624, -1.6102, -6.9105], [3.0725, -0.7114, -6.8807], [5.2230, 0.4603, -6.6898], [5.6596, 1.9512, -4.7707], [3.9392, 2.2592, -3.0268]]
}

{
  "formula": "C69H64GeMoN3O5P2S",
  "method": "ωB97M-V/def2-TZVPD",
  "total_charge": 1,
  "homo_ev": [-9.87, -9.88],
  "spin_multiplicity": 3,
  "orbital_gap_ev": [5.75, 6.18],
  "elements": ["Mo", "C", "N", "C", "C", "C", "C", "C", "C", "C", "C", "H", "H", "H", "H", "H", "H", "H", "H", "H", "H", "H", "H", "C", "N", "C", "P", "C", "C", "C", "C", "C", "C", "C", "C", "C", "C", "C", "C", "C", "C", "C", "C", "C", "C", "P", "C", "C", "C", "C", "C", "C", "C", "C", "C", "C", "C", "C", "H", "H", "H", "H", "H", "H", "H", "H", "H", "H", "H", "H", "H", "H", "H", "H", "H", "H", "H", "H", "H", "H", "H", "H", "H", "H", "H", "H", "H", "O", "C", "N", "S", "O", "O", "C", "C", "C", "C", "C", "C", "H", "H", "H", "H", "O", "C", "O", "C", "C", "Ge", "C", "C", "C", "C", "C", "C", "C", "C", "C", "C", "C", "C", "C", "C", "C", "C", "C", "C", "H", "H", "H", "H", "H", "H", "H", "H", "H", "H", "H", "H", "H", "H", "H", "H", "H", "H", "H"],
  "coordinates": [[0.5190, 0.0559, -0.3910], [-0.2221, 2.1446, 2.6148], [-1.2228, 1.5352, 1.7417], [-2.3294, 1.0609, 2.5687], [-1.7304, 2.5304, 0.8006], [-0.7344, 2.9847, -0.2399], [-0.8091, 4.2850, -0.7253], [0.0060, 4.6995, -1.7673], [0.8793, 3.8009, -2.3638], [0.9618, 2.5091, -1.8746], [0.1846, 2.0934, -0.7898], [-0.6819, 2.8878, 3.2828], [0.5381, 2.6429, 2.0274], [0.2574, 1.3798, 3.2258], [-2.8142, 1.8947, 3.0960], [-1.9633, 0.3552, 3.3152], [-3.0841, 0.5693, 1.9549], [-2.1164, 3.4064, 1.3459], [-2.5808, 2.0849, 0.2725], [-1.5102, 4.9806, -0.2787], [-0.0386, 5.7232, -2.1142], [1.5114, 4.1127, -3.1841], [1.6617, 1.8227, -2.3501], [-0.3507, -1.8557, 2.6959], [-1.6786, -2.3868, 2.3807], [-2.4017, -1.9044, 1.2294], [-3.1539, -3.0439, -0.1144], [-4.1871, -4.2061, 0.8538], [-3.7024, -5.3562, 1.4729], [-4.5759, -6.2127, 2.1221], [-5.9351, -5.9331, 2.1621], [-6.4269, -4.7911, 1.5485], [-5.5551, -3.9370, 0.8891], [-2.0029, -4.2770, -0.8750], [-0.6492, -4.1076, -1.1392], [0.0464, -4.9371, -2.0022], [-0.6127, -5.9742, -2.6387], [-1.9622, -6.1739, -2.3866], [-2.6511, -5.3339, -1.5278], [-2.4354, -2.6314, 3.5576], [-3.8193, -2.8138, 3.4924], [-4.5731, -3.0152, 4.6369], [-3.9754, -3.0621, 5.8850], [-2.5987, -2.9403, 5.9595], [-1.8377, -2.7269, 4.8204], [1.0650, -1.6615, 1.5017], [1.4660, -3.4448, 1.1886], [0.4386, -4.3895, 1.2634], [0.7110, -5.7402, 1.1279], [2.0058, -6.1736, 0.8943], [3.0215, -5.2406, 0.7691], [2.7562, -3.8869, 0.9065], [2.3871, -1.2589, 2.6951], [3.6894, -1.1999, 2.2028], [4.7576, -0.9211, 3.0337], [4.5348, -0.6763, 4.3799], [3.2446, -0.7276, 4.8798], [2.1742, -1.0202, 4.0482], [0.0670, -2.5431, 3.4269], [-0.4271, -0.8537, 3.1458], [-1.7939, -1.1683, 0.6928], [-3.3038, -1.3658, 1.5401], [-2.6461, -5.5924, 1.4320], [-4.2015, -7.1085, 2.6006], [-6.6124, -6.6098, 2.6657], [-7.4873, -4.5760, 1.5745], [-5.9345, -3.0531, 0.3884], [-0.1116, -3.2935, -0.6834], [1.0922, -4.7381, -2.1979], [-0.0860, -6.6032, -3.3432], [-2.4930, -6.9727, -2.8880], [-3.7123, -5.4878, -1.3762], [-4.3319, -2.8165, 2.5459], [-5.6444, -3.1343, 4.5394], [-4.5689, -3.1829, 6.7804], [-2.0956, -3.0013, 6.9155], [-0.7714, -2.6395, 4.9606], [-0.5785, -4.0763, 1.4378], [-0.0988, -6.4536, 1.2112], [2.2166, -7.2309, 0.8083], [4.0332, -5.5676, 0.5688], [3.5760, -3.1949, 0.8027], [3.8756, -1.3621, 1.1546], [5.7581, -0.8808, 2.6211], [5.3635, -0.4357, 5.0320], [3.0637, -0.5253, 5.9270], [1.1818, -1.0432, 4.4772], [3.0732, -0.9792, -1.4316], [3.3691, -0.0164, -0.7340], [2.4100, 0.6440, -0.0231], [3.0828, 1.8981, 0.9009], [2.8972, 1.5952, 2.2875], [2.6248, 3.1715, 0.4431], [4.7476, 1.5607, 0.4038], [5.9163, 2.1474, 0.8333], [7.1083, 1.6482, 0.3203], [7.1070, 0.5925, -0.5856], [5.9200, 0.0041, -0.9986], [4.7316, 0.5042, -0.4923], [5.9005, 2.9639, 1.5423], [8.0462, 2.0853, 0.6334], [8.0488, 0.2183, -0.9632], [5.9094, -0.8284, -1.6892], [0.1043, -0.4133, -3.6188], [-0.8729, -0.3654, -2.9255], [-0.7043, -0.4161, -1.5680], [-2.2906, -0.1629, -3.3775], [-2.9979, 0.8736, -2.4871], [-4.3726, 1.9565, -3.4441], [-3.3562, 3.4061, -4.3025], [-2.0450, 3.2189, -4.7342], [-1.3210, 4.2701, -5.2773], [-1.8899, 5.5307, -5.3743], [-3.1890, 5.7366, -4.9320], [-3.9172, 4.6784, -4.4102], [-5.4287, 2.7430, -1.9816], [-6.7288, 2.3708, -1.6547], [-7.3641, 2.9208, -0.5491], [-6.7051, 3.8486, 0.2435], [-5.4087, 4.2315, -0.0739], [-4.7793, 3.6823, -1.1804], [-5.2369, 0.7408, -4.7219], [-4.8679, 0.8137, -6.0633], [-5.3572, -0.1051, -6.9807], [-6.2228, -1.1060, -6.5643], [-6.5964, -1.1879, -5.2302], [-6.1030, -0.2713, -4.3139], [-2.8012, -1.1265, -3.3130], [-2.2707, 0.1277, -4.4266], [-2.2663, 1.5916, -2.1063], [-3.4424, 0.3804, -1.6214], [-1.5703, 2.2480, -4.6447], [-0.3059, 4.1050, -5.6154], [-1.3193, 6.3518, -5.7891], [-3.6324, 6.7224, -4.9908], [-4.9342, 4.8374, -4.0688], [-7.2576, 1.6554, -2.2740], [-8.3766, 2.6259, -0.3050], [-7.2048, 4.2805, 1.1008], [-4.8925, 4.9625, 0.5366], [-3.7735, 3.9971, -1.4434], [-4.1924, 1.5975, -6.3893], [-5.0601, -0.0442, -8.0196], [-6.6058, -1.8219, -7.2795], [-7.2681, -1.9726, -4.9063], [-6.3932, -0.3459, -3.2713]]
}

In the order shown, the computed energy relative to the best compared isomer or geometry (same formula, charge and spin) values come out to 0.00, 57.80 kcal per mole.